1.
ORCA calculation (ωB97M-V/def2-TZVPD) on a 16-piece molecular cluster, C42H111BNO15 overall.

Output
Gap between HOMO and LUMO = 4.69 eV
Total charge = -1
LUMO level = 0.0564 Eh

Each line ends with the Mulliken charge.
Atoms and positions in Å:
C (4.654, -4.022, -0.722)  -1.25
C (5.071, -4.108, -2.206)  -0.17
C (4.727, -2.829, -2.960)  0.15
C (5.466, -1.577, -2.455)  -1.19
N (4.572, -0.717, -1.662)  -0.49
B (4.099, 0.562, -2.421)  0.49
C (3.230, 0.230, -3.799)  -0.19
C (1.710, 0.430, -3.673)  -0.86
C (0.994, -0.730, -3.052)  0.69
C (0.168, -0.556, -1.938)  -0.90
C (-0.522, -1.615, -1.353)  -0.25
C (-0.418, -2.899, -1.879)  -0.70
C (0.408, -3.082, -2.975)  -1.22
C (1.102, -2.029, -3.558)  -0.11
H (5.539, -4.037, -0.090)  0.19
H (4.037, -4.879, -0.472)  0.25
H (4.052, -3.139, -0.537)  0.48
H (6.120, -4.380, -2.330)  0.25
H (4.470, -4.905, -2.654)  0.25
H (4.868, -2.930, -4.041)  0.26
H (3.667, -2.633, -2.815)  -0.16
H (6.298, -1.889, -1.811)  0.51
H (5.918, -1.029, -3.290)  0.21
H (5.119, -0.379, -0.879)  0.14
H (5.037, 1.339, -2.705)  -0.27
H (3.360, 1.197, -1.657)  -0.33
H (3.567, 0.946, -4.554)  0.17
H (3.425, -0.756, -4.230)  -0.22
H (1.293, 0.564, -4.682)  0.10
H (1.489, 1.346, -3.132)  0.26
H (0.056, 0.422, -1.496)  0.40
H (-1.130, -1.422, -0.481)  0.56
H (-0.976, -3.711, -1.437)  0.72
H (0.516, -4.077, -3.393)  0.52
H (1.740, -2.211, -4.412)  0.64
C (-0.201, 3.203, 1.809)  -0.35
C (0.988, 2.726, 0.991)  -0.58
O (0.692, 2.695, -0.395)  -0.43
H (-1.062, 2.553, 1.631)  0.17
H (0.030, 3.196, 2.878)  0.03
H (-0.495, 4.216, 1.529)  0.30
H (1.259, 1.707, 1.266)  0.26
H (1.857, 3.369, 1.166)  0.33
H (0.473, 3.587, -0.679)  0.22
C (6.861, -6.200, -5.223)  -1.07
C (6.856, -7.170, -4.058)  0.23
O (7.891, -8.148, -4.180)  -0.57
H (6.734, -6.738, -6.163)  0.32
H (6.060, -5.466, -5.124)  0.20
H (7.813, -5.666, -5.274)  0.36
H (5.912, -7.713, -4.020)  0.30
H (6.980, -6.625, -3.116)  -0.08
H (8.730, -7.678, -4.203)  0.32
C (-3.395, -3.670, -5.098)  -0.64
C (-3.363, -4.635, -3.926)  -0.26
O (-2.249, -5.516, -4.013)  -0.57
H (-3.450, -4.219, -6.039)  0.17
H (-4.250, -2.998, -5.038)  0.25
H (-2.483, -3.068, -5.121)  0.24
H (-4.268, -5.244, -3.914)  0.31
H (-3.311, -4.082, -2.982)  0.20
H (-1.463, -4.958, -3.999)  0.31
C (0.378, -0.881, -7.972)  -0.76
C (1.795, -0.359, -7.825)  -0.40
O (2.629, -1.273, -7.124)  -0.44
H (-0.049, -1.087, -6.989)  0.19
H (-0.255, -0.161, -8.491)  0.15
H (0.369, -1.820, -8.536)  0.40
H (1.801, 0.563, -7.245)  0.28
H (2.230, -0.148, -8.810)  0.33
H (2.656, -2.097, -7.619)  0.26
C (-2.280, 6.609, 4.850)  -0.90
C (-1.116, 6.199, 3.974)  0.02
O (-1.442, 6.253, 2.588)  -0.33
H (-3.139, 5.971, 4.656)  0.17
H (-2.016, 6.528, 5.905)  0.12
H (-2.582, 7.642, 4.644)  0.51
H (-0.838, 5.167, 4.182)  -0.05
H (-0.245, 6.835, 4.169)  0.24
H (-1.683, 7.158, 2.361)  0.21
C (-1.534, -2.711, 2.959)  -0.80
C (-1.844, -1.308, 2.481)  0.27
O (-2.678, -1.299, 1.327)  -0.54
H (-1.054, -3.283, 2.163)  0.28
H (-0.871, -2.685, 3.823)  0.07
H (-2.451, -3.242, 3.233)  0.30
H (-0.926, -0.796, 2.195)  0.22
H (-2.325, -0.731, 3.280)  -0.15
H (-3.509, -1.732, 1.544)  0.27
C (-7.072, -4.150, -7.158)  -0.94
C (-6.699, -2.735, -7.565)  -0.32
O (-5.295, -2.519, -7.490)  -0.44
H (-6.726, -4.356, -6.145)  0.20
H (-8.153, -4.300, -7.198)  0.36
H (-6.599, -4.879, -7.820)  0.32
H (-7.158, -2.012, -6.892)  0.27
H (-7.051, -2.525, -8.581)  0.28
H (-4.868, -3.143, -8.084)  0.26
C (7.207, -7.420, 0.106)  -0.79
C (5.794, -7.962, 0.229)  -0.26
O (4.908, -7.326, -0.681)  -0.42
H (7.213, -6.343, 0.280)  0.18
H (7.877, -7.898, 0.824)  0.37
H (7.598, -7.594, -0.899)  0.18
H (5.398, -7.774, 1.226)  0.29
H (5.786, -9.046, 0.058)  0.27
H (5.235, -7.483, -1.573)  0.22
C (-3.208, 1.471, 5.295)  -0.75
C (-2.427, 2.754, 5.078)  0.69
O (-2.887, 3.810, 5.920)  -0.48
H (-4.270, 1.639, 5.111)  0.38
H (-2.858, 0.682, 4.627)  -0.32
H (-3.104, 1.124, 6.327)  0.41
H (-2.546, 3.104, 4.054)  0.12
H (-1.359, 2.586, 5.257)  -0.23
H (-2.777, 3.535, 6.835)  0.27
C (-1.753, 8.831, 9.152)  -0.81
C (-1.887, 7.321, 9.090)  -0.27
O (-0.897, 6.724, 8.252)  -0.48
H (-1.827, 9.256, 8.150)  0.28
H (-2.526, 9.274, 9.778)  0.17
H (-0.777, 9.115, 9.556)  0.32
H (-2.852, 7.041, 8.669)  0.28
H (-1.814, 6.891, 10.096)  0.29
H (-0.033, 6.948, 8.611)  0.26
C (-4.422, 5.892, 0.505)  -0.76
C (-4.140, 7.349, 0.190)  -0.31
O (-2.744, 7.633, 0.239)  -0.49
H (-4.029, 5.636, 1.489)  0.06
H (-5.494, 5.687, 0.486)  0.36
H (-3.933, 5.238, -0.221)  0.31
H (-4.612, 7.998, 0.926)  0.27
H (-4.532, 7.613, -0.799)  0.28
H (-2.306, 7.072, -0.408)  0.29
C (-3.922, 11.089, 13.347)  -1.07
C (-2.750, 10.757, 12.442)  -0.16
O (-3.093, 10.876, 11.063)  -0.50
H (-4.767, 10.435, 13.129)  0.29
H (-3.651, 10.975, 14.398)  0.32
H (-4.253, 12.118, 13.187)  0.32
H (-2.433, 9.725, 12.591)  0.27
H (-1.900, 11.411, 12.663)  0.27
H (-3.363, 11.786, 10.905)  0.26
C (0.962, 0.905, 5.188)  -0.91
C (0.180, -0.167, 5.925)  -0.11
O (0.357, -1.452, 5.330)  -0.44
H (0.657, 0.948, 4.142)  0.09
H (0.803, 1.886, 5.640)  0.26
H (2.032, 0.686, 5.208)  0.48
H (-0.888, 0.045, 5.886)  0.05
H (0.482, -0.208, 6.977)  0.31
H (1.295, -1.665, 5.365)  0.26
C (-2.452, -0.332, -12.272)  -1.07
C (-2.549, 0.107, -10.821)  -0.10
O (-1.323, 0.657, -10.353)  -0.47
H (-1.657, -1.068, -12.392)  0.29
H (-3.391, -0.771, -12.613)  0.33
H (-2.214, 0.517, -12.917)  0.32
H (-2.769, -0.744, -10.178)  0.21
H (-3.351, 0.843, -10.698)  0.26
H (-1.114, 1.422, -10.897)  0.26
C (0.595, -6.183, 3.864)  -0.83
C (-0.240, -6.382, 5.115)  -0.21
O (0.273, -5.643, 6.222)  -0.52
H (1.628, -6.486, 4.038)  0.29
H (0.196, -6.762, 3.030)  0.31
H (0.606, -5.129, 3.580)  0.16
H (-0.239, -7.430, 5.415)  0.31
H (-1.277, -6.081, 4.933)  0.23
H (0.260, -4.712, 5.980)  0.29

***

2.
ORCA calculation (ωB97M-V/def2-TZVPD) on C6H21ErN5O5S as an isolated structure in a non-equilibrium geometry.

Output
⟨S²⟩ = 3.753
Gap between HOMO and LUMO (alpha / beta) = 6.06 / 6.04 eV
Total charge = +1
LUMO level (alpha / beta) = -0.1516 / -0.1514 Eh
Spin multiplicity = 4

Each line ends with the natural charge from an NBO analysis.
Atoms and positions in Å:
O (-0.998, -2.639, -1.236)  -1.17
H (-1.259, -3.460, -0.748)  0.49
Er (-0.631, -0.680, -0.035)  1.70
N (1.291, 0.655, 0.518)  -0.22
N (1.273, -1.078, -1.284)  -0.16
O (1.281, 1.542, 1.628)  -0.55
O (1.226, -2.139, -2.145)  -0.53
C (2.478, 0.495, -0.108)  0.29
C (2.478, -0.515, -1.119)  0.18
C (3.716, 1.298, 0.195)  -0.71
C (3.694, -0.932, -1.874)  -0.69
H (3.638, 1.938, 1.095)  0.25
H (3.973, 1.959, -0.657)  0.26
H (4.575, 0.613, 0.325)  0.27
H (3.411, -1.730, -2.562)  0.27
H (4.462, -1.330, -1.194)  0.25
H (4.155, -0.123, -2.461)  0.25
H (1.671, 2.369, 1.283)  0.48
H (0.339, -2.591, -1.798)  0.52
O (-0.786, 0.675, -2.200)  -0.93
H (-1.219, 1.528, -2.357)  0.51
H (-0.123, 0.539, -2.917)  0.52
C (-0.365, -1.896, 1.793)  -1.31
H (-1.088, -1.281, 2.346)  0.22
H (0.677, -1.544, 1.867)  0.22
H (-0.535, -2.982, 1.592)  0.25
O (0.369, 1.086, 4.551)  -0.94
H (0.716, 1.012, 3.656)  0.47
H (-0.582, 0.823, 4.528)  0.47
N (-3.060, -0.757, -0.513)  -0.67
N (-3.927, 0.369, -0.444)  -0.44
C (-3.499, 1.475, 0.225)  0.33
N (-4.476, 2.385, 0.369)  -0.76
S (-1.939, 1.746, 0.871)  -0.18
H (-3.157, -1.157, -1.456)  0.42
H (-3.354, -1.511, 0.127)  0.40
H (-4.932, 0.148, -0.427)  0.40
H (-4.182, 3.264, 0.775)  0.43
H (-5.309, 2.427, -0.208)  0.41

***

3.
ORCA calculation (ωB97M-V/def2-TZVPD) on C40H48ClIrN7O5S2Si as an isolated structure.

Output
⟨S²⟩ = 0.756
Gap between HOMO and LUMO (alpha / beta) = 6.79 / 5.84 eV
ΔE to the lowest compared entry with this formula, charge and spin = 31.0 kcal/mol
LUMO level (alpha / beta) = -0.0065 / -0.0404 Eh
Spin multiplicity = 2

Each line ends with the Mulliken charge.
Atoms and positions in Å:
Ir (0.989, -0.278, -1.211)  0.24
N (2.978, 3.776, -2.177)  -0.52
C (2.457, 2.529, -1.979)  0.59
S (0.821, 2.502, -1.362)  -0.42
N (3.192, 1.529, -2.323)  -1.08
N (2.605, 0.272, -2.328)  1.13
C (3.219, -0.555, -3.104)  -0.20
C (2.736, -1.844, -3.520)  0.56
C (3.624, -2.710, -4.169)  -0.69
C (3.200, -3.913, -4.688)  -0.78
C (1.850, -4.251, -4.583)  -0.44
C (0.947, -3.410, -3.969)  -0.86
C (1.362, -2.186, -3.413)  0.45
O (0.472, -1.378, -2.896)  -0.36
H (2.596, 4.527, -1.631)  0.23
H (3.946, 3.830, -2.449)  0.30
H (4.142, -0.185, -3.541)  0.38
H (4.664, -2.414, -4.260)  0.39
H (3.897, -4.579, -5.178)  0.39
H (1.502, -5.193, -4.991)  0.38
H (-0.100, -3.671, -3.890)  0.43
C (-12.750, -2.908, -2.073)  -0.84
O (-11.810, -3.307, -1.092)  -0.46
C (-10.535, -2.866, -1.224)  0.96
C (-10.096, -2.025, -2.240)  -0.64
C (-8.763, -1.636, -2.274)  -0.76
C (-7.858, -2.069, -1.315)  0.29
C (-8.317, -2.913, -0.300)  -0.53
C (-9.634, -3.307, -0.253)  -0.59
C (-6.446, -1.679, -1.325)  0.25
N (-5.560, -2.043, -0.430)  -0.82
C (-4.382, -1.468, -0.829)  0.70
C (-4.556, -0.743, -1.980)  0.25
N (-5.887, -0.883, -2.292)  -0.08
C (-3.500, -0.022, -2.610)  0.09
C (-3.617, 0.757, -3.766)  -0.64
C (-2.512, 1.411, -4.255)  -1.28
C (-1.303, 1.289, -3.566)  -0.31
N (-1.182, 0.561, -2.481)  0.57
C (-2.232, -0.105, -1.998)  -0.02
C (-2.015, -0.903, -0.792)  -0.37
N (-0.771, -0.965, -0.242)  0.39
C (-0.627, -1.590, 0.919)  1.05
C (-1.668, -2.238, 1.581)  -1.12
C (-2.915, -2.244, 1.015)  -0.39
C (-3.102, -1.554, -0.188)  0.45
H (-13.688, -3.382, -1.801)  0.24
H (-12.450, -3.244, -3.069)  0.34
H (-12.881, -1.823, -2.078)  0.34
H (-10.771, -1.667, -3.003)  0.39
H (-8.454, -0.979, -3.078)  0.22
H (-7.616, -3.254, 0.449)  0.50
H (-9.997, -3.961, 0.529)  0.42
H (-6.366, -0.483, -3.078)  0.16
H (-4.571, 0.846, -4.272)  0.40
H (-2.570, 2.016, -5.149)  0.42
H (-0.405, 1.793, -3.905)  0.49
H (0.368, -1.594, 1.334)  -0.60
H (-1.461, -2.735, 2.517)  0.48
H (-3.755, -2.749, 1.471)  0.60
Cl (2.145, -2.090, -0.390)  -0.49
C (2.792, -1.316, 3.461)  -1.02
C (4.171, -0.850, 3.019)  1.77
C (5.088, -0.672, 4.224)  -1.73
C (4.811, -1.810, 2.025)  -1.49
O (4.088, 0.433, 2.377)  1.29
Si (2.992, 1.550, 1.949)  -1.80
S (1.286, 1.024, 0.741)  -0.47
O (3.869, 2.801, 1.372)  0.36
C (5.267, 2.981, 1.064)  1.98
C (5.365, 4.362, 0.429)  -1.44
C (6.078, 2.969, 2.356)  -1.59
C (5.771, 1.906, 0.114)  -1.11
O (2.071, 2.046, 3.204)  0.19
C (2.204, 2.994, 4.271)  1.80
C (0.920, 2.866, 5.081)  -1.87
C (2.324, 4.399, 3.693)  -1.45
C (3.403, 2.649, 5.143)  -1.44
H (2.846, -2.331, 3.857)  0.53
H (2.119, -1.328, 2.605)  -0.12
H (2.390, -0.655, 4.232)  0.24
H (5.196, -1.617, 4.759)  0.46
H (4.684, 0.071, 4.909)  0.20
H (6.078, -0.346, 3.901)  0.32
H (4.976, -2.783, 2.493)  0.47
H (5.779, -1.415, 1.709)  0.30
H (4.178, -1.943, 1.150)  0.08
H (4.999, 5.120, 1.123)  0.35
H (4.761, 4.405, -0.474)  0.03
H (6.400, 4.594, 0.174)  0.38
H (5.735, 3.759, 3.026)  0.31
H (7.132, 3.146, 2.135)  0.55
H (5.986, 2.006, 2.858)  0.03
H (5.138, 1.834, -0.770)  0.19
H (5.785, 0.933, 0.603)  -0.05
H (6.788, 2.145, -0.205)  0.52
H (0.058, 3.081, 4.448)  0.35
H (0.923, 3.563, 5.921)  0.41
H (0.820, 1.852, 5.468)  0.38
H (1.463, 4.615, 3.060)  0.33
H (3.227, 4.494, 3.090)  0.11
H (2.358, 5.134, 4.500)  0.48
H (3.276, 1.657, 5.575)  0.23
H (3.496, 3.369, 5.959)  0.55
H (4.325, 2.663, 4.565)  0.20

***

4.
ORCA calculation (ωB97M-V/def2-TZVPD) on a 2-piece molecular cluster, C3H10OP2 overall in a non-equilibrium geometry.

Output
Gap between HOMO and LUMO (alpha / beta) = 7.21 / 7.23 eV
ΔE to the lowest compared entry with this formula, charge and spin = 73.7 kcal/mol
LUMO level (alpha / beta) = -0.0107 / -0.0113 Eh

Each line ends with the natural charge from an NBO analysis.
Atoms and positions in Å:
C (-1.715, -1.312, -0.011)  -0.96
C (0.822, -0.539, -1.158)  -0.93
C (0.100, -0.260, 1.694)  -0.81
O (0.451, 3.149, -0.445)  -1.00
P (-0.546, 2.375, 0.655)  0.65
P (0.085, -1.434, 0.354)  0.82
H (-2.027, -0.192, -0.056)  0.23
H (-2.491, -1.798, 0.652)  0.25
H (-1.915, -1.700, -0.979)  0.23
H (0.005, 0.105, -1.506)  0.22
H (1.263, -1.208, -1.913)  0.24
H (1.707, 0.140, -0.736)  0.24
H (1.013, -0.058, 2.328)  0.22
H (-0.570, -0.595, 2.428)  0.19
H (0.747, 2.668, -1.231)  0.50
H (0.251, 2.964, 1.683)  -0.08

***

Number 1: energy -78229.8975 eV. Number 2: energy -62699.2337 eV. Number 3: energy -107844.2687 eV. Number 4: energy -23894.8360 eV.